(1)
This record from the OMol25 dataset describes a single C3H7NO3S molecule at a distorted geometry. The level of theory is the ωB97M-V functional and the def2-TZVPD basis.

```
15
Properties=species:S:1:pos:R:3:nbo_charge:R:1
S 2.0537 0.2355 0.2802 2.276
O 2.8844 1.1896 -0.4009 -0.921
O 2.2139 -0.0167 1.6705 -0.898
O -0.6066 -1.0379 0.7517 -0.597
N 0.3296 0.8733 -0.0156 -0.874
C -1.9733 0.9083 0.4098 -0.697
C -0.7034 0.1129 0.4663 0.678
C 1.9748 -1.3040 -0.5698 -0.919
H 1.6736 -0.9366 -1.5917 0.250
H 0.3105 1.8622 -0.3790 0.435
H -1.7905 1.8540 -0.1680 0.207
H -1.9428 1.2869 1.5252 0.249
H 2.9385 -1.6296 -0.9253 0.267
H -2.7914 0.4357 -0.0143 0.241
H 1.2515 -2.0601 -0.1607 0.303
```

Properties
* ΔE to the lowest compared entry with this formula, charge and spin: 21.23 kcal per mole
* HOMO energy: -10.40 eV
* frontier orbital gap: 10.94 eV
* LUMO: 0.54 eV



(2)
This record from the OMol25 dataset describes a molecular structure, C4H8Cl3GeIrOSSe4. The level of theory is the ωB97M-V functional and the def2-TZVPD basis.

```
23
Properties=species:S:1:pos:R:3:lowdin_spin:R:1
Ir 0.0678 -2.6362 0.7212 0.084
Se 0.9608 -2.6273 3.1141 0.462
Se -0.0051 -4.4775 2.3323 0.481
Se 3.6755 -2.3222 0.6405 -0.122
Se 2.0499 -3.4324 -0.2298 0.102
Ge -1.6330 -3.0972 -0.8500 -0.005
Cl -2.2600 -1.8049 -2.4207 -0.003
Cl -2.2462 -1.9227 1.1793 0.004
Cl -2.8397 -4.8250 -0.9734 -0.002
S 0.0532 0.5409 0.6388 0.000
O 0.4858 -0.7383 -0.1241 -0.001
C 1.3927 1.7099 0.3283 0.000
C -1.1054 1.3992 -0.4678 0.000
C 0.6912 3.0252 0.0198 0.000
C -0.4313 2.6838 -0.9628 0.000
H 1.9270 1.3139 -0.5377 0.000
H -0.0197 2.5257 -1.9595 0.000
H -2.0117 1.5787 0.1088 0.000
H -1.1575 3.4912 -1.0320 0.000
H 1.3976 3.7396 -0.4005 0.000
H -1.3308 0.6772 -1.2518 0.000
H 0.2880 3.4671 0.9332 0.000
H 2.0509 1.7313 1.1939 0.000
```

Properties
* ΔE to the lowest compared entry with this formula, charge and spin: 13.62 kcal per mole
* HOMO energy (alpha / beta): -12.07 / -12.42 eV
* frontier orbital gap (alpha / beta): 5.86 / 6.11 eV
* net charge: +1
* spin multiplicity: 2
* LUMO (alpha / beta): -6.21 / -6.31 eV



(3)
This record from the OMol25 dataset describes 2 unconnected molecules or ions with the total composition C9H14 at a distorted geometry. The level of theory is the ωB97M-V functional and the def2-TZVPD basis.

```
23
Properties=species:S:1:pos:R:3:lowdin_spin:R:1
C -4.1628 1.1224 0.2187 0.095
C 1.5359 1.1846 1.3159 0.093
C 2.0195 -0.9757 -0.2229 0.020
C 0.7217 -0.5040 -0.1038 0.092
C 3.0812 -0.3751 0.4584 0.046
C 2.8225 0.7113 1.2407 0.035
C 0.4791 0.5981 0.6727 0.084
C 2.2662 -2.2385 -1.1769 0.127
C -3.0950 0.5507 -0.7120 0.116
H -3.3473 -0.2958 -1.3685 0.025
H -0.5325 1.0615 0.8752 0.022
H 0.0419 -1.1906 -0.6528 0.036
H 2.7805 -1.8533 -2.1004 0.015
H 2.9000 -2.9407 -0.6235 0.014
H -4.5876 1.9492 -0.2414 0.007
H -2.6842 1.4402 -1.3109 0.022
H 1.3981 -2.7087 -1.5902 0.036
H -4.8326 0.4109 0.6135 0.010
H 1.3874 2.1556 1.7845 0.036
H 4.0274 -0.8550 0.2093 0.018
H -2.2601 0.0530 -0.1084 0.017
H -3.6452 1.3678 1.1523 0.024
H 3.6860 1.3319 1.6705 0.010
```

Properties
* ΔE to the lowest compared entry with this formula, charge and spin: 26.67 kcal per mole
* HOMO energy (alpha / beta): 1.35 / -5.83 eV
* frontier orbital gap (alpha / beta): 2.32 / 9.77 eV
* net charge: -1
* spin multiplicity: 2
* LUMO (alpha / beta): 3.67 / 3.95 eV